The following is a quantum chemistry calculation of C32H33BrN4O4S2Tc as an isolated structure, from the Open Molecules 2025 dataset.

As for the multiplicity: 4. The net charge is +2. The HOMO-LUMO gap (spin up / spin down) is 0.2227 / 0.2055 Ha. As for the expectation value of S²: 3.777. The energy above the lowest of the compared OMol25 structures with the same formula, charge and spin is 1.0542 eV. As for the energy: -141766.793 eV.

Last column: Löwdin spin population.
Atoms and positions in Å:
Tc (0.359207, 0.702643, 0.351737)  2.37
O (4.628047, -1.554821, -2.222024)  0.00
C (3.587790, -1.647794, -3.106524)  0.00
C (3.735203, -2.173216, -4.382177)  0.00
C (2.636169, -2.249810, -5.221168)  0.00
C (1.386153, -1.808029, -4.800678)  0.00
C (1.248625, -1.282065, -3.529366)  0.00
C (2.345801, -1.194500, -2.674544)  0.00
C (2.219544, -0.627446, -1.296678)  0.02
O (1.194763, 0.399468, -1.263632)  0.21
N (1.833328, -1.662891, -0.345801)  -0.02
N (1.131628, -1.204608, 0.705008)  -0.02
C (0.630833, -1.932378, 1.630348)  0.05
C (-0.161932, -1.283515, 2.659454)  0.00
Br (-1.831647, -0.182879, -0.116438)  0.15
C (-1.167517, -1.779888, 3.374766)  0.03
C (-1.573381, -3.179721, 3.517073)  0.00
C (-2.929089, -3.441159, 3.721105)  0.00
C (-3.375628, -4.743138, 3.866373)  0.00
C (-2.466963, -5.791305, 3.840866)  0.01
C (-1.110041, -5.539165, 3.679844)  0.00
C (-0.662799, -4.239383, 3.520068)  0.00
H (5.435676, -1.882256, -2.636456)  0.00
H (4.706949, -2.518085, -4.716457)  0.00
H (2.758602, -2.658557, -6.215314)  0.00
H (0.532910, -1.871889, -5.460854)  0.00
H (0.285894, -0.921262, -3.189078)  0.00
H (3.156724, -0.186547, -0.963464)  0.00
H (1.699165, -2.619730, -0.643047)  0.00
H (0.676842, -3.013805, 1.581527)  0.00
H (-1.783279, -1.053192, 3.896201)  0.00
H (-3.637956, -2.621804, 3.744252)  0.00
H (-4.429225, -4.938982, 4.010962)  0.00
H (-2.814092, -6.807867, 3.968465)  0.00
H (-0.401497, -6.355839, 3.697224)  0.00
H (0.402705, -4.051595, 3.460101)  0.00
C (0.540199, 0.105939, 5.102307)  0.00
C (0.712660, 0.733621, 3.763468)  0.02
O (0.118559, 0.141727, 2.696934)  0.03
C (1.414272, 1.911169, 3.588278)  0.00
C (1.713254, 2.702334, 4.764948)  0.01
C (2.459824, 3.823870, 4.693021)  0.00
C (2.991147, 4.227009, 3.436128)  0.00
C (2.756809, 3.513933, 2.297201)  0.01
C (1.962533, 2.354555, 2.328826)  0.00
O (1.813369, 1.712187, 1.217729)  0.09
H (0.498697, -0.975472, 5.038755)  0.00
H (-0.397686, 0.446408, 5.551864)  0.00
H (1.363393, 0.374594, 5.754564)  0.00
H (1.290680, 2.417969, 5.717105)  0.00
H (2.649410, 4.413953, 5.577686)  0.00
H (3.592836, 5.125897, 3.380899)  0.00
H (3.156664, 3.817595, 1.339708)  0.00
C (5.416665, 0.924207, 0.530502)  0.00
S (4.353132, -0.073361, 1.590476)  0.00
C (5.383980, -1.541500, 1.757721)  0.00
H (6.392767, 1.063136, 0.992163)  0.00
H (4.946163, 1.899748, 0.412018)  0.00
H (5.533991, 0.465734, -0.451329)  0.00
H (5.440010, -2.089127, 0.817903)  0.00
H (4.937117, -2.179041, 2.518729)  0.00
H (6.384675, -1.265490, 2.085819)  0.00
N (-1.037760, 7.446207, -1.557969)  0.00
C (-0.608386, 6.878922, -0.427875)  0.00
S (-0.043552, 7.649789, 0.896631)  0.00
C (-0.592668, 5.381985, -0.424052)  0.01
C (-1.261656, 4.684585, 0.577120)  0.00
C (-1.107022, 3.324168, 0.651286)  0.01
N (-0.310321, 2.646092, -0.195468)  -0.01
C (0.299990, 3.303372, -1.194253)  0.01
C (0.159075, 4.667082, -1.348612)  0.00
H (-1.041923, 8.453008, -1.624678)  0.00
H (-1.440149, 6.913566, -2.311135)  0.00
H (-1.876956, 5.206076, 1.296525)  0.00
H (-1.622322, 2.740022, 1.404990)  0.00
H (0.914444, 2.712856, -1.859497)  0.00
H (0.678680, 5.167789, -2.154713)  0.00

Cartesian forces, eV/Å:
Tc -0.3 0.4 0.3
O 0.0 0.0 -0.1
C 0.1 0.0 0.1
C 0.0 0.0 0.0
C 0.0 0.0 0.0
C 0.1 0.0 0.0
C 0.0 0.0 0.1
C -0.1 0.0 -0.1
C -0.3 -0.1 0.0
O 0.3 -0.2 -0.2
N 0.0 0.0 0.1
N 0.2 -0.1 -0.2
C -0.1 -0.2 0.1
C 0.3 0.1 0.0
Br -0.1 -0.1 0.0
C -0.2 -0.1 0.1
C 0.0 0.2 0.0
C -0.1 0.0 -0.1
C 0.0 0.0 0.0
C 0.0 -0.1 0.0
C 0.0 0.0 0.0
C 0.0 0.0 0.0
H 0.0 0.0 0.0
H 0.0 0.0 0.0
H 0.0 0.0 0.0
H 0.0 0.0 0.0
H 0.0 0.0 0.0
H 0.0 0.1 0.1
H -0.1 0.1 -0.1
H 0.1 0.0 0.1
H 0.0 0.0 0.1
H 0.0 0.0 0.0
H 0.0 0.0 0.0
H 0.0 0.0 0.0
H 0.0 0.0 0.0
H 0.0 0.0 0.0
C 0.0 0.0 0.0
C -0.1 -0.2 0.0
O 0.0 0.0 -0.1
C 0.0 0.2 0.2
C 0.0 -0.1 -0.1
C 0.1 0.1 -0.2
C 0.0 0.1 0.1
C 0.1 0.1 0.1
C -0.2 -0.2 -0.3
O 0.4 0.1 0.0
H 0.0 -0.1 -0.1
H 0.0 0.0 0.0
H 0.0 0.0 0.0
H 0.0 0.0 0.0
H 0.0 0.0 0.0
H 0.0 0.0 0.0
H 0.0 0.0 0.0
C 0.0 0.0 0.0
S 0.0 0.0 0.1
C 0.0 0.0 0.0
H 0.0 0.0 0.0
H 0.0 0.0 0.0
H 0.0 0.0 0.0
H 0.0 0.0 0.0
H 0.0 0.0 0.0
H 0.0 0.0 0.0
N 0.1 0.1 0.0
C -0.1 -0.2 -0.1
S 0.0 0.0 0.0
C 0.0 0.2 0.0
C -0.1 0.0 0.0
C 0.0 -0.1 0.0
N 0.2 0.0 0.0
C -0.1 0.0 0.1
C 0.0 0.0 -0.1
H 0.0 0.0 0.0
H 0.0 0.0 0.0
H 0.0 0.0 0.0
H 0.0 0.0 0.0
H 0.0 0.0 0.0
H 0.0 0.0 0.0

=====

The following is a quantum chemistry calculation of C32H33ClN7Ti as an isolated structure, from the Open Molecules 2025 dataset.

As for the multiplicity: 3. The net charge is +1. The HOMO-LUMO gap (spin up / spin down) is 0.1984 / 0.2324 Ha. As for the expectation value of S²: 2.011. As for the energy: -79785.413 eV.

Last column: Löwdin spin population.
Atoms and positions in Å:
Ti (0.041131, 0.749053, -0.812544)  1.65
N (0.211780, 0.404861, 1.490438)  0.01
C (1.535057, 0.652749, 1.992331)  0.00
C (1.841346, 0.680121, 3.323123)  0.01
C (3.163922, 0.932572, 3.746929)  -0.01
C (4.155308, 1.144991, 2.834290)  0.01
C (3.865986, 1.136431, 1.448546)  0.00
C (4.843101, 1.371477, 0.453292)  0.05
C (4.472633, 1.375737, -0.860341)  0.00
C (3.127481, 1.152561, -1.193464)  0.05
N (2.182504, 0.919803, -0.299111)  0.00
C (2.544943, 0.900069, 1.026366)  0.01
H (-0.503529, 0.842581, 2.068890)  0.00
H (-0.000137, -0.589866, 1.508331)  0.00
H (1.062880, 0.501336, 4.055601)  0.00
H (3.385241, 0.949328, 4.805333)  0.00
H (5.172207, 1.330682, 3.155786)  0.00
H (5.869888, 1.549785, 0.746753)  0.00
H (5.189507, 1.553598, -1.649243)  0.00
H (2.819239, 1.171687, -2.231777)  0.00
N (-0.606199, 3.233415, -3.117720)  0.00
C (-0.201449, 2.061690, -3.732269)  0.00
C (-0.290285, 2.027677, -5.136622)  0.00
C (0.115514, 0.902430, -5.801160)  0.00
C (0.605060, -0.186560, -5.073138)  0.00
C (0.639264, -0.081539, -3.708957)  0.01
N (0.242461, 1.022040, -3.032340)  0.02
C (-0.462438, 3.751793, -1.830296)  0.02
C (-0.724693, 5.120241, -1.681771)  0.00
C (-0.599417, 5.693589, -0.441755)  0.02
C (-0.200691, 4.898145, 0.634274)  0.00
C (0.030350, 3.567531, 0.397780)  0.02
N (-0.109521, 2.978778, -0.810505)  0.02
H (-0.938077, 3.920421, -3.773499)  0.00
H (-0.669192, 2.886473, -5.674265)  0.00
H (0.058795, 0.863961, -6.880897)  0.00
H (0.935594, -1.092642, -5.558326)  0.00
H (0.981462, -0.905244, -3.097892)  0.00
H (-1.016709, 5.709054, -2.541306)  0.00
H (-0.798987, 6.748183, -0.308729)  0.00
H (-0.077471, 5.302755, 1.627728)  0.00
H (0.338897, 2.914097, 1.201967)  0.00
N (0.132022, -1.490589, -0.824902)  0.02
C (-0.062189, -2.602001, -0.551606)  0.04
N (-0.281958, -3.849900, -0.246240)  0.01
C (-1.603382, -4.461208, -0.465970)  0.00
C (-2.268568, -4.791323, 0.871127)  0.00
C (-1.225881, -5.205496, 1.926625)  0.00
C (0.040767, -5.742586, 1.266821)  0.00
C (0.735190, -4.630763, 0.487537)  0.00
H (-1.452565, -5.360346, -1.065290)  0.00
H (-2.202103, -3.772054, -1.058835)  0.00
H (-2.986651, -5.595336, 0.701229)  0.00
H (-2.837430, -3.931661, 1.227449)  0.00
H (-1.648263, -5.948722, 2.601052)  0.00
H (-0.958470, -4.341832, 2.542435)  0.00
H (-0.202552, -6.577276, 0.605605)  0.00
H (0.740565, -6.126270, 2.009217)  0.00
H (1.475533, -5.026658, -0.210770)  0.00
H (1.242782, -3.953618, 1.177251)  0.00
Cl (-3.127196, -0.222221, 5.098587)  0.00
C (-2.959273, 0.002021, 3.380938)  0.00
C (-2.969244, 1.280409, 2.841487)  0.00
C (-2.809454, 1.454315, 1.474676)  0.00
C (-2.615050, 0.370815, 0.599931)  0.00
C (-2.246656, 0.558577, -0.802108)  0.01
C (-2.684090, -0.908158, 1.181376)  0.00
C (-2.843642, -1.098356, 2.544108)  0.00
H (-3.108598, 2.134434, 3.492002)  0.00
H (-2.817285, 2.460263, 1.067223)  0.00
H (-2.662478, 1.479602, -1.221357)  0.00
H (-2.539486, -0.298134, -1.415804)  0.00
H (-2.602402, -1.775087, 0.533781)  0.00
H (-2.884773, -2.096698, 2.962588)  0.00

Cartesian forces, eV/Å:
Ti -0.3 -0.2 0.0
N 0.1 0.1 -0.1
C 0.0 0.0 -0.1
C 0.0 0.0 0.0
C 0.0 0.0 0.0
C 0.0 0.0 0.0
C 0.1 0.0 0.0
C 0.0 0.0 0.0
C 0.1 0.0 0.0
C 0.0 0.0 0.1
N 0.2 0.0 0.0
C -0.1 0.0 0.0
H 0.0 0.0 0.0
H 0.0 0.0 0.0
H 0.0 0.0 0.0
H 0.0 0.0 0.0
H 0.0 0.0 0.0
H 0.0 0.0 0.0
H 0.0 0.0 0.0
H 0.0 0.0 0.0
N 0.0 0.0 0.1
C -0.1 0.2 0.0
C 0.0 0.0 0.1
C 0.0 -0.1 0.0
C 0.0 0.0 0.0
C 0.0 0.1 -0.1
N 0.1 -0.1 0.2
C 0.0 -0.1 -0.2
C 0.0 0.0 0.0
C 0.0 0.0 0.1
C 0.0 0.0 -0.1
C 0.0 0.1 -0.1
N 0.0 -0.1 0.1
H 0.0 0.0 0.0
H 0.0 0.0 0.0
H 0.0 0.0 0.0
H 0.0 0.0 0.0
H 0.0 0.0 0.1
H 0.0 0.0 0.0
H 0.0 0.0 0.0
H 0.0 0.0 0.0
H 0.0 0.0 0.0
N 0.0 0.1 0.0
C 0.0 0.0 0.0
N 0.0 0.0 0.0
C 0.0 0.0 0.0
C 0.0 0.0 0.0
C 0.0 0.0 0.0
C 0.0 0.0 0.0
C 0.0 0.0 0.0
H 0.0 0.0 0.0
H 0.0 0.0 0.0
H 0.0 0.0 0.0
H 0.0 0.0 0.0
H 0.0 0.0 0.0
H 0.0 0.0 0.0
H 0.0 0.0 0.0
H 0.0 0.0 0.0
H 0.0 0.0 0.0
H 0.0 0.0 0.0
Cl 0.0 0.0 0.0
C 0.0 0.0 0.0
C 0.0 0.0 0.0
C 0.0 0.1 0.1
C 0.0 0.0 -0.2
C 0.0 0.0 0.0
C 0.0 -0.1 0.0
C 0.0 0.0 0.0
H 0.0 0.0 0.0
H 0.0 0.0 0.0
H 0.0 0.0 0.0
H 0.0 0.0 0.0
H 0.0 0.0 0.0
H 0.0 0.0 0.0

=====

> The highest net charge belongs to which entry?

C32H33BrN4O4S2Tc

=====

> energy of number 2 (C32H33ClN7Ti)?

-79785.413 eV

=====

> What is the formula in the first record?

C32H33BrN4O4S2Tc